C2H3FO | the ωB97M-V functional and the def2-TZVPD basis

Last column: Löwdin charge in e.
Positions of all 7 atoms, in Å:
C (1.085, -0.407, 0.204)  -0.11
C (-0.720, 0.425, -0.022)  -0.05
O (1.883, -0.050, -0.610)  0.03
F (-1.609, -0.610, -0.494)  -0.14
H (1.035, -1.293, 0.915)  0.11
H (-1.242, 0.897, 0.865)  0.09
H (-0.432, 1.039, -0.858)  0.06

Its net charge is 0. Its HOMO energy is -9.519 eV. As for the energy above the lowest of the compared OMol25 structures with the same formula, charge and spin: 67.3 kcal per mole. The calculation puts the gap between HOMO and LUMO at 10.01 eV.